Density functional theory data (ωB97M-V/def2-TZVPD) for a cluster of 10 separate species, H20O13P in total at a distorted geometry.

Values from the calculation:
LUMO ... 2.0 eV
Frontier orbital gap ... 0.20560 hartree
Net charge ... -1
E ... -36234.28601 eV

XYZ file:
```
34
Properties=species:S:1:pos:R:3:forces:R:3
O 0.8039 -0.2162 0.8684 0.07 -0.20 0.26
H 1.0558 0.7480 0.9005 0.08 -0.25 0.08
H 0.3399 -0.4393 1.7052 -0.29 -0.11 -0.15
H 0.1638 -0.3499 0.0532 -0.40 0.91 0.02
O -3.0882 -0.2189 -2.1841 -1.33 -1.08 -0.90
H -3.3709 -1.1477 -2.2693 -0.10 0.27 0.00
H -3.7377 0.2981 -1.6728 0.53 0.33 0.02
H -2.1584 -0.2202 -1.7162 1.95 1.65 1.23
P -0.8128 1.7372 -1.0306 -0.71 5.88 0.41
O -1.2155 2.4068 0.3288 0.14 -1.26 -0.68
O 0.6831 2.0594 -1.2396 0.41 -0.96 0.15
O -1.7430 2.2016 -2.1585 0.38 -1.11 0.50
O -0.9609 0.1893 -0.9163 -0.89 -4.01 0.06
O 4.3938 -0.1995 0.1341 0.57 -0.19 -0.11
H 3.8510 -0.2434 0.9264 -0.25 0.16 -0.12
H 4.2929 0.7133 -0.1580 -0.31 -0.02 0.14
O -0.3341 -2.0234 -2.2212 -0.48 -0.12 0.13
H 0.6315 -1.9914 -2.0796 -0.39 0.14 -0.12
H -0.6299 -1.1619 -1.8342 0.81 -0.35 -0.37
O 2.3650 1.8298 0.6786 0.36 0.02 0.22
H 1.6191 2.0529 0.0161 -0.15 0.29 -1.19
H 2.9028 2.6230 0.7187 -0.26 0.15 0.24
O 2.2094 -1.3907 -1.5669 0.38 -0.10 -0.20
H 2.9954 -1.9446 -1.5298 0.03 0.17 0.15
H 2.5449 -0.4868 -1.6504 -0.25 -0.03 0.15
O -2.5419 -1.4945 0.7412 0.02 -0.20 -0.49
H -1.8800 -1.2155 0.0644 -0.28 0.29 0.63
H -3.0601 -2.1841 0.3124 0.16 -0.09 0.13
O -0.4147 -1.8652 2.6952 0.15 -0.21 0.37
H -0.0603 -2.1179 3.5551 0.01 0.12 -0.09
H -1.3588 -2.0591 2.7381 -0.03 0.25 -0.37
O -0.8547 2.0555 2.8656 0.35 0.22 -0.09
H -0.9054 2.3641 1.8897 -0.19 -0.58 0.15
H -1.7250 1.6912 3.0358 -0.09 0.01 -0.17
```
Positions in Å, forces in eV/Å.

Atomic partial charges in e from the natural (NBO) method, atoms 1 to 2: O -0.85; H 0.57


Density functional theory data (ωB97M-V/def2-TZVPD) for the molecule C3HBrN2 at a distorted geometry.

Values from the calculation:
LUMO (alpha / beta) ... 0.3 / -3.9 eV
Multiplicity ... 3
Frontier orbital gap (alpha / beta) ... 0.35872 / 0.26207 hartree
⟨S²⟩ ... 2.024
E ... -76142.86215 eV

XYZ file:
```
7
Properties=species:S:1:pos:R:3:forces:R:3
C -0.0211 0.0501 1.3846 0.46 -0.73 -0.05
C 1.6729 -0.6850 -1.6752 3.28 1.21 0.89
C -0.7610 0.6146 0.3953 1.12 1.19 2.36
N 0.6548 -0.3273 2.2394 0.48 -0.42 0.84
N 0.6129 -1.0518 -1.9409 -2.29 -1.69 -1.26
Br -1.2926 -0.2410 -1.0413 -2.13 -0.63 -1.99
H -0.8658 1.6403 0.6382 -0.92 1.06 -0.78
```
Positions in Å, forces in eV/Å.

Atomic partial charges in e from the natural (NBO) method, atoms 1 to 2: C 0.16; C 0.24


Which value of E does entry 1 give? -36234.28601 eV


Repeat the second record exactly.
Density functional theory data (ωB97M-V/def2-TZVPD) for the molecule C3HBrN2 at a distorted geometry.

Values from the calculation:
LUMO (alpha / beta) ... 0.3 / -3.9 eV
Multiplicity ... 3
Frontier orbital gap (alpha / beta) ... 0.35872 / 0.26207 hartree
⟨S²⟩ ... 2.024
E ... -76142.86215 eV

XYZ file:
```
7
Properties=species:S:1:pos:R:3:forces:R:3
C -0.0211 0.0501 1.3846 0.46 -0.73 -0.05
C 1.6729 -0.6850 -1.6752 3.28 1.21 0.89
C -0.7610 0.6146 0.3953 1.12 1.19 2.36
N 0.6548 -0.3273 2.2394 0.48 -0.42 0.84
N 0.6129 -1.0518 -1.9409 -2.29 -1.69 -1.26
Br -1.2926 -0.2410 -1.0413 -2.13 -0.63 -1.99
H -0.8658 1.6403 0.6382 -0.92 1.06 -0.78
```
Positions in Å, forces in eV/Å.

Atomic partial charges in e from the natural (NBO) method, atoms 1 to 2: C 0.16; C 0.24


What did the second record say?
Density functional theory data (ωB97M-V/def2-TZVPD) for the molecule C3HBrN2 at a distorted geometry.

Values from the calculation:
LUMO (alpha / beta) ... 0.3 / -3.9 eV
Multiplicity ... 3
Frontier orbital gap (alpha / beta) ... 0.35872 / 0.26207 hartree
⟨S²⟩ ... 2.024
E ... -76142.86215 eV

XYZ file:
```
7
Properties=species:S:1:pos:R:3:forces:R:3
C -0.0211 0.0501 1.3846 0.46 -0.73 -0.05
C 1.6729 -0.6850 -1.6752 3.28 1.21 0.89
C -0.7610 0.6146 0.3953 1.12 1.19 2.36
N 0.6548 -0.3273 2.2394 0.48 -0.42 0.84
N 0.6129 -1.0518 -1.9409 -2.29 -1.69 -1.26
Br -1.2926 -0.2410 -1.0413 -2.13 -0.63 -1.99
H -0.8658 1.6403 0.6382 -0.92 1.06 -0.78
```
Positions in Å, forces in eV/Å.

Atomic partial charges in e from the natural (NBO) method, atoms 1 to 2: C 0.16; C 0.24